[1]
{"formula": "C19H25Cl8NNbO5S", "method": "ωB97M-V/def2-TZVPD", "molar_mass_da": 756.008, "homo_lumo_gap_ev": 6.9, "total_charge": -1, "lumo_energy_ev": 1.53, "elements": ["O", "C", "O", "C", "C", "Nb", "O", "S", "O", "C", "O", "C", "C", "C", "C", "C", "C", "C", "C", "C", "C", "N", "C", "H", "H", "H", "H", "H", "H", "H", "H", "H", "H", "H", "H", "H", "H", "H", "H", "H", "C", "Cl", "Cl", "H", "H", "C", "Cl", "Cl", "H", "H", "C", "Cl", "Cl", "H", "H", "C", "Cl", "Cl", "H", "H"], "xyz": [[5.06728, 2.90505, 1.86860], [5.07388, 1.72749, 1.58079], [4.02319, 0.92751, 1.84461], [4.02062, -0.20654, 0.88293], [2.57145, -0.68152, 0.61741], [2.35677, -1.26512, -1.57556], [4.34719, -1.79705, -1.65250], [1.90114, -3.68849, -1.02979], [0.33308, -0.87405, -1.63876], [-0.31802, -0.86612, -0.47230], [-0.60397, -1.84092, 0.19417], [-0.80306, 0.48948, 0.04122], [-1.39595, 1.32741, -0.87729], [-1.84353, 2.59811, -0.53177], [-1.67412, 3.00607, 0.77391], [-1.10759, 2.14716, 1.70819], [-0.66798, 0.88930, 1.36373], [2.85295, 0.85764, -2.21112], [2.20799, 1.90785, -1.54876], [2.53522, 3.18708, -2.02262], [3.46376, 3.26824, -3.04394], [4.10679, 2.28810, -3.65275], [3.77629, 1.06387, -3.23488], [5.98372, 1.32687, 1.09005], [4.51161, 0.15992, -0.02210], [4.54145, -1.04272, 1.36679], [1.95479, 0.21594, 0.80272], [2.32878, -1.47909, 1.33202], [2.25183, -1.75524, -3.34812], [4.83651, -1.24594, -2.27878], [2.22106, -3.83899, 0.27403], [-1.52800, 1.03375, -1.91682], [-2.28939, 3.22316, -1.30276], [-2.00978, 4.00527, 1.04757], [-1.00001, 2.53086, 2.72165], [-0.22264, 0.22920, 2.10452], [1.50919, 1.75397, -0.73154], [2.08062, 4.07745, -1.59073], [3.69935, 4.28069, -3.39482], [4.27983, 0.22020, -3.70961], [-5.45569, 0.54058, -0.63162], [-3.71955, 0.19922, -0.65177], [-5.77215, 2.27582, -0.44015], [-5.89220, 0.20854, -1.56778], [-5.91040, 0.01221, 0.19529], [7.40793, -1.50768, -0.94663], [7.32042, -0.14124, -2.06932], [8.85978, -2.48528, -1.22428], [7.43339, -1.12395, 0.06738], [6.52918, -2.12990, -1.08760], [-6.52276, -2.71904, 1.87671], [-7.52587, -1.27168, 2.09080], [-5.51035, -2.59685, 0.43536], [-5.88241, -2.83024, 2.74497], [-7.16690, -3.57956, 1.77658], [-10.38988, -2.69083, 3.83346], [-10.59538, -2.79235, 5.58575], [-9.16696, -3.82521, 3.25492], [-11.33497, -2.92377, 3.35601], [-10.07750, -1.68467, 3.57430]]}


[2]
{"formula": "C10H36O12Ti", "method": "ωB97M-V/def2-TZVPD", "multiplicity": 4, "molar_mass_da": 396.253, "homo_lumo_gap_ev": [6.4, 8.9], "relative_energy_ev": 0.000, "total_charge": -1, "lumo_energy_ev": [2.27, 1.90], "elements": ["Ti", "C", "O", "O", "O", "C", "O", "H", "H", "H", "H", "C", "O", "H", "H", "H", "H", "C", "O", "H", "H", "H", "H", "C", "O", "H", "H", "H", "H", "C", "O", "H", "H", "H", "H", "C", "O", "H", "H", "H", "H", "C", "O", "H", "H", "H", "H", "C", "O", "H", "H", "H", "H", "C", "O", "H", "H", "H", "H"], "xyz": [[2.00903, 0.70363, 2.30179], [0.35060, 0.03862, 0.34217], [1.27937, -0.78571, 0.73213], [0.55939, 1.28655, 0.67787], [-0.67744, -0.32619, -0.29306], [1.04936, 4.51530, 0.94651], [-0.04897, 4.02527, 0.21339], [1.96742, 4.37038, 0.34982], [0.97351, 5.59050, 1.08781], [1.27861, 3.99299, 1.88456], [-0.03296, 3.05684, 0.26198], [-1.87989, 2.17297, -2.44436], [-1.02701, 1.07332, -2.71002], [-1.45178, 2.87998, -1.72018], [-2.00535, 2.71858, -3.38261], [-2.86576, 1.87251, -2.07031], [-0.85297, 0.62677, -1.86413], [-3.98180, -1.40048, -1.35932], [-3.55660, -0.57470, -0.27905], [-3.70925, -2.44666, -1.19225], [-5.06679, -1.31493, -1.40681], [-3.54522, -1.08271, -2.30996], [-2.59486, -0.55732, -0.26639], [4.41433, -0.50133, -0.98391], [3.34010, -1.27452, -1.41958], [4.40280, 0.53682, -1.34668], [4.44268, -0.38322, 0.10980], [5.38262, -0.89469, -1.29711], [2.58728, -1.09905, -0.83875], [-2.58403, 2.78843, 2.07184], [-1.62587, 1.82103, 2.51504], [-2.26325, 3.79287, 2.35435], [-2.69536, 2.75806, 0.98798], [-3.54339, 2.55378, 2.53372], [-1.16328, 1.50318, 1.73031], [-0.27437, -3.69419, -1.31518], [-0.89905, -2.61005, -1.98064], [-0.97067, -4.21629, -0.64866], [0.07286, -4.40569, -2.06829], [0.59839, -3.36685, -0.74342], [-0.81690, -1.83539, -1.40294], [1.60483, -3.90728, 2.20832], [2.54343, -3.30527, 1.34451], [0.68816, -4.17791, 1.67828], [2.04701, -4.82984, 2.58963], [1.37150, -3.26435, 3.06235], [2.14429, -2.50277, 0.97518], [-1.40037, -1.83260, 2.93164], [-1.44358, -2.48372, 1.68415], [-1.88017, -0.84572, 2.93041], [-2.03419, -2.39014, 3.63173], [-0.37998, -1.77902, 3.32403], [-1.28814, -1.84599, 0.97488], [2.32519, 1.81029, -2.54872], [2.53663, 2.30197, -1.22616], [2.22077, 0.72365, -2.55906], [1.39998, 2.22539, -2.95859], [3.17661, 2.12435, -3.14350], [1.79251, 2.07059, -0.65655]]}


[3]
{"formula": "C14H16N3O5P", "method": "ωB97M-V/def2-TZVPD", "molar_mass_da": 337.272, "homo_lumo_gap_ev": 7.5, "smiles": "CC(=O)OCCCc1c([PH2]=O)c(CON=O)cc2nccnc12", "lumo_energy_ev": -1.52, "elements": ["C", "C", "O", "O", "C", "C", "C", "C", "C", "P", "O", "C", "C", "O", "N", "O", "C", "C", "N", "C", "C", "N", "C", "H", "H", "H", "H", "H", "H", "H", "H", "H", "H", "H", "H", "H", "H", "H", "H"], "xyz": [[5.28564, -0.19353, 0.45730], [4.72056, -0.50535, -1.03338], [5.22058, -1.39650, -1.78046], [3.61464, 0.30414, -1.45337], [2.37676, -0.10147, -0.76062], [1.38068, -0.75401, -1.84124], [-0.01929, 0.01275, -2.02201], [-0.82517, 0.27105, -0.66761], [-1.40789, -0.91805, 0.17902], [-1.13373, -2.70414, -0.38726], [-1.73048, -2.79668, -1.82787], [-2.24337, -0.62821, 1.49163], [-2.92833, -1.73593, 2.41724], [-4.25947, -2.16478, 1.92186], [-4.49422, -1.63775, 0.67641], [-4.39333, -2.51037, -0.13699], [-2.42412, 0.84714, 1.89793], [-1.85514, 2.08080, 1.08231], [-2.12696, 3.38578, 1.62295], [-1.58516, 4.36891, 0.74547], [-0.78368, 4.10139, -0.55974], [-0.49084, 2.79551, -1.04473], [-1.06303, 1.77332, -0.21022], [5.19870, 0.93624, 0.61909], [6.34425, -0.58654, 0.61742], [4.54401, -0.71907, 1.17621], [2.68576, -0.95153, -0.03969], [1.92406, 0.79354, -0.20637], [1.25665, -1.88542, -1.65601], [1.92357, -0.68109, -2.86279], [-0.68278, -0.67230, -2.68234], [0.18067, 0.94634, -2.64610], [-1.86584, -3.63146, 0.44991], [0.24253, -3.09333, -0.32709], [-2.29645, -2.66639, 2.60595], [-3.14578, -1.21732, 3.43021], [-3.02204, 1.06486, 2.85804], [-1.73448, 5.47156, 1.05081], [-0.38748, 4.99786, -1.15388]]}